DFT (the ωB97M-V functional and the def2-TZVPD basis) results for an isolated molecule of C3H10BNOP2.

Properties
LUMO energy	-0.008	Ha
HOMO	-9.50	eV
multiplicity	1
E	-26064.147	eV
structure (SMILES)	[H]/P=C/[C@@H](P)OB(C)N
relative energy (zero: lowest compared OMol25 entry of this formula, charge and spin)	18.0	kcal/mol
orbital gap	9.291	eV

Element x y z (Å)
H  -1.58  2.25  -1.23
H  1.20  -0.66  -1.68
H  -4.02  -2.36  0.62
C  2.23  0.57  1.31
H  -3.28  1.32  -1.18
H  2.57  -1.12  -0.68
H  3.19  0.39  1.02
H  2.11  1.73  1.32
H  2.03  0.34  2.29
N  1.64  -0.69  -0.77
P  -3.74  -0.94  0.36
H  -1.58  -2.09  -0.14
C  -2.05  -1.14  0.07
H  -1.01  0.08  -1.38
O  -0.13  0.43  0.53
C  -1.30  0.13  -0.26
P  -2.38  1.72  -0.08
B  1.18  0.13  0.25



DFT (the ωB97M-V functional and the def2-TZVPD basis) results for C9H30AgN7O6 as an isolated structure.

Properties
LUMO energy (alpha / beta)	0.103 / 0.098	Ha
HOMO (alpha / beta)	0.62 / -6.04	eV
multiplicity	2
charge	-1
E	-36533.686	eV
orbital gap (alpha / beta)	2.177 / 8.710	eV

Element x y z (Å)
C  1.80  2.02  -3.46
H  -0.61  -1.35  -2.05
H  -2.63  -0.27  -1.24
O  2.77  2.53  -3.95
H  -0.84  -1.79  2.58
C  -0.19  -4.25  -0.88
H  0.97  1.15  3.06
O  -1.19  0.42  -1.99
O  -0.18  -2.03  -1.54
O  0.24  1.81  1.33
C  -1.27  -0.10  4.26
H  0.81  -4.14  -0.45
H  -0.87  -4.29  -0.03
H  -1.50  -1.16  4.41
H  1.75  3.24  1.14
H  -0.39  0.22  4.82
C  0.68  3.12  0.95
C  3.27  -0.22  0.33
N  -3.27  -0.82  -0.70
H  5.12  0.71  0.32
C  -0.98  0.34  2.85
H  -1.80  0.92  -2.56
H  2.46  0.19  -3.73
H  -4.81  1.66  0.38
C  -3.93  -0.16  0.25
N  -0.45  -0.89  2.35
O  2.15  -0.17  0.83
N  -4.12  1.09  -0.08
H  -1.95  0.68  2.51
H  3.96  1.60  1.03
H  -2.10  0.47  4.66
N  3.77  -1.14  -0.50
H  1.07  0.37  -2.66
H  0.05  -3.46  -2.94
N  0.69  2.58  -3.18
H  -3.03  -1.78  -0.46
H  -0.29  -5.21  -1.39
H  -0.36  2.37  3.23
C  -0.01  1.48  2.70
H  4.59  -1.09  -1.09
H  0.14  3.98  1.36
H  0.56  3.21  -0.13
H  0.02  1.97  -2.73
N  4.14  0.72  0.58
Ag  -0.14  -0.16  -0.01
O  -4.45  -0.73  1.19
H  -1.58  -3.36  -2.10
H  -3.64  1.42  -0.90
H  3.01  -1.75  -0.78
H  0.47  -1.04  2.74
N  1.81  0.77  -3.22
C  -0.49  -3.29  -2.01
H  0.75  3.59  -3.15



DFT (the ωB97M-V functional and the def2-TZVPD basis) results for C13H22MoN7O2 as an isolated structure.

Properties
LUMO energy (alpha / beta)	-0.434 / -0.435	Ha
HOMO (alpha / beta)	-18.47 / -18.45	eV
multiplicity	1
charge	+3
E	-30192.091	eV
relative energy (zero: lowest compared OMol25 entry of this formula, charge and spin)	4.0	kcal/mol
orbital gap (alpha / beta)	6.669 / 6.605	eV

Element x y z (Å)
H  2.21  1.64  1.92
C  -2.49  2.48  -0.01
H  3.84  -1.40  0.20
C  2.51  -2.20  2.77
N  -0.90  -0.87  0.21
N  3.48  3.76  0.75
H  3.46  3.88  1.76
H  2.67  1.63  -2.94
H  3.21  -2.80  -0.31
C  -3.36  -1.65  -1.01
H  -3.86  -1.62  -1.98
C  -1.87  0.09  -0.10
H  -2.94  2.11  -2.08
C  -2.15  -2.55  -1.07
H  1.53  -0.29  -1.72
C  2.32  1.66  0.85
N  -1.58  1.34  0.22
C  2.96  2.72  0.14
H  -3.02  2.69  0.93
H  -1.56  -2.35  -1.97
N  1.85  0.63  0.15
H  3.31  -3.82  1.67
H  -4.70  0.76  0.05
O  1.16  -2.06  2.04
H  4.48  -2.54  2.04
C  -4.07  0.76  -0.85
C  1.96  0.58  -1.19
H  -4.68  0.42  -1.68
H  -1.80  -2.57  1.10
C  -1.31  -2.29  0.17
N  3.13  -2.10  0.42
H  -1.89  3.35  -0.27
O  2.58  -1.88  3.87
N  -3.01  -0.26  -0.66
C  3.46  -2.74  1.72
N  3.06  2.66  -1.20
Mo  0.96  -1.21  0.50
H  -4.24  2.87  -1.18
H  -0.39  -2.93  0.09
H  -2.47  -3.59  -1.10
H  3.93  4.48  0.20
C  2.57  1.63  -1.86
C  -3.46  2.12  -1.12
H  -4.09  -2.00  -0.28
H  -0.78  1.48  0.82



DFT (the ωB97M-V functional and the def2-TZVPD basis) results for an isolated molecule of C2H6N4O.

Properties
LUMO energy	0.031	Ha
HOMO	-8.61	eV
multiplicity	1
E	-10173.558	eV
structure (SMILES)	CON1N=NCN1
relative energy (zero: lowest compared OMol25 entry of this formula, charge and spin)	150.0	kcal/mol
orbital gap	9.456	eV

Element x y z (Å)
N  -1.04  1.54  0.48
H  1.68  1.63  0.99
N  -1.95  0.77  0.67
H  -2.99  0.19  -0.80
H  -0.29  -0.92  -1.12
C  -2.05  -0.24  -0.34
N  -0.86  -0.13  -1.12
H  2.54  0.34  0.34
N  -0.32  1.11  -0.92
H  -2.05  -1.21  0.12
H  0.86  0.20  0.98
C  1.53  0.78  0.44
O  1.05  1.10  -0.77



DFT (the ωB97M-V functional and the def2-TZVPD basis) results for a 9-piece molecular cluster, C24H54N6O18S3 overall.

Properties
LUMO energy	0.003	Ha
HOMO	-8.07	eV
multiplicity	1
E	-104059.343	eV
structure (SMILES)	O=S1(=O)OCCO1.O=S1(=O)OCCO1.O=S1(=O)OCCO1.CNC(C)=O.CNC(C)=O.CNC(C)=O.CNC(C)=O.CNC(C)=O.CNC(C)=O
relative energy (zero: lowest compared OMol25 entry of this formula, charge and spin)	24.2	kcal/mol
orbital gap	8.146	eV

Element x y z (Å)
H  6.04  0.26  -0.42
N  2.37  2.41  5.66
C  -3.22  4.61  0.66
H  -0.01  -2.73  -4.39
O  1.52  0.31  -0.48
C  -2.76  3.00  -1.24
C  0.71  -3.54  -4.36
H  0.43  -4.11  -3.48
C  5.45  0.62  0.42
N  -0.34  -6.59  1.86
N  -1.70  0.25  6.00
H  0.03  3.53  5.66
H  1.04  2.16  0.42
N  -2.58  3.38  0.06
N  -0.08  -4.36  -6.53
H  2.33  7.18  -3.03
O  -0.50  6.22  -1.74
O  5.74  -0.51  2.55
H  -1.10  0.50  8.04
O  1.90  5.53  -1.95
C  -2.67  -1.96  -4.14
H  -4.37  -2.13  -7.97
H  3.59  1.22  4.48
H  -0.73  1.19  1.43
C  -0.15  -5.16  -7.77
H  -1.30  -8.60  1.76
O  0.32  4.49  0.12
H  2.30  2.81  6.59
O  0.21  -1.28  -2.01
H  -3.74  1.97  5.98
H  -4.13  4.33  1.19
C  1.80  3.09  4.65
H  -0.80  -6.01  -7.57
C  -3.53  1.63  4.96
C  0.90  -4.44  -5.59
H  -3.19  2.45  4.32
S  0.66  -1.11  -0.61
O  -1.92  0.37  3.82
H  -4.40  1.25  4.43
H  0.95  -4.79  2.98
C  -2.34  0.66  4.93
S  4.76  -1.51  1.66
H  2.23  -4.60  1.96
O  1.49  -6.67  0.45
H  -0.94  -3.86  -6.39
H  -0.93  1.99  7.09
O  -3.34  3.72  -2.06
H  -2.54  4.94  1.45
H  -1.18  1.56  -1.16
H  7.20  0.58  1.61
H  -5.83  -1.47  -7.30
C  3.35  1.35  5.53
H  2.16  0.98  1.33
H  -2.52  1.34  7.58
O  3.52  -1.79  2.28
C  1.66  6.86  -2.22
O  4.38  -0.30  0.60
H  -0.02  8.07  -2.61
C  -4.96  -2.06  -7.05
H  -1.82  -1.28  -4.04
H  -2.69  0.89  -1.66
H  4.27  1.28  6.11
O  1.46  -2.14  0.07
H  -2.24  -2.91  -3.83
H  0.35  6.62  -3.73
C  0.02  0.42  1.26
N  -4.27  -1.65  -5.86
H  0.81  -5.58  -8.06
H  1.66  -3.01  -4.31
H  -0.69  -4.62  -8.55
H  -5.07  -3.09  -6.72
H  1.93  7.53  -1.41
C  -3.08  -2.11  -5.59
H  2.82  0.40  5.66
H  -3.47  5.46  0.03
H  -1.92  2.83  0.58
H  -2.15  -7.15  1.23
C  6.13  0.64  1.78
S  0.45  4.84  -1.37
H  -0.95  -0.36  5.73
H  4.97  1.58  0.20
O  5.51  -2.67  1.05
H  -0.85  -7.82  0.29
C  -1.52  1.09  7.22
C  -1.17  -7.61  1.31
C  1.29  1.14  0.70
O  0.18  3.71  -2.31
H  -4.61  -1.01  -5.16
O  -0.54  -0.45  0.33
C  -2.04  1.76  -1.80
H  0.45  -4.13  1.33
C  0.68  4.08  4.97
C  1.15  -4.73  1.91
H  -1.95  1.83  -2.88
O  1.81  -5.26  -5.70
H  -0.94  -6.06  2.47
H  -3.49  -1.66  -3.50
O  2.18  2.87  3.56
H  1.08  4.96  5.49
O  -2.23  -2.56  -6.37
H  5.87  1.61  2.22
C  0.27  7.02  -2.72
C  0.84  -6.14  1.36
H  0.06  4.38  4.13
H  0.25  -0.17  2.14



DFT (the ωB97M-V functional and the def2-TZVPD basis) results for a 6-piece molecular cluster, C42H47BrF5N5O12P overall.

Properties
LUMO energy	0.017	Ha
HOMO	-4.44	eV
multiplicity	1
charge	-1
E	-169241.975	eV
orbital gap	4.902	eV

Element x y z (Å)
F  -2.88  -5.83  -1.14
O  -4.96  -0.80  -3.30
C  7.29  3.63  6.36
H  -2.32  3.25  -6.62
C  2.68  1.02  5.86
C  0.20  5.38  0.55
O  1.71  3.80  1.28
H  -2.29  1.01  -2.40
O  -0.40  3.34  1.42
H  -3.69  -0.62  1.48
H  -0.68  8.76  -1.04
H  -1.99  1.35  0.06
H  1.36  5.42  -6.67
C  -1.69  -0.20  2.19
C  9.65  2.45  5.55
H  -2.38  -8.63  -6.97
C  -1.24  -4.98  0.29
C  -1.52  3.74  -6.09
H  10.57  1.98  5.24
C  -1.79  -1.63  2.80
C  0.55  4.97  -6.11
C  9.37  2.59  6.91
C  -6.21  -2.33  -1.82
O  0.54  -10.71  -5.46
H  -5.89  -3.17  -1.20
H  -2.71  -1.69  3.41
H  -3.62  0.87  2.40
F  -1.32  -4.83  -2.12
O  1.18  -2.45  4.30
C  -1.51  3.80  -4.70
H  -2.48  7.23  -0.33
N  0.53  4.07  1.14
H  -3.69  1.89  0.34
C  -3.08  0.27  1.66
C  3.10  0.31  3.20
C  2.39  -0.52  4.05
C  -3.47  0.07  -0.84
H  -0.87  -7.29  -2.45
C  8.75  2.91  4.60
H  -2.81  -3.32  1.79
C  -0.50  4.44  -4.01
H  -0.48  4.29  -7.87
H  -3.50  -6.78  -5.80
Br  0.04  -2.23  -0.74
H  -2.92  -1.28  -3.01
C  -0.43  7.81  -0.59
H  -2.82  -0.82  -0.81
N  -2.60  3.16  -3.95
H  -7.18  -2.58  -2.26
H  -2.19  -2.03  0.75
H  1.34  5.52  -4.20
O  -4.68  -3.00  -3.43
C  3.38  1.87  5.01
H  -0.50  4.48  -2.93
C  -0.48  4.33  -6.79
C  0.54  5.02  -4.73
C  -3.32  0.68  -2.24
H  1.63  -0.84  6.04
N  6.02  4.24  6.78
H  -6.35  -1.43  -1.21
H  -1.03  -0.31  1.31
H  2.25  5.96  0.30
C  -1.01  -9.00  -5.36
O  -3.46  2.58  -4.58
H  6.86  3.86  4.26
O  -0.75  -10.41  -7.16
N  1.83  -1.77  3.53
H  0.37  -2.55  1.94
C  -2.05  -8.34  -5.98
O  -2.56  3.25  -2.74
C  -2.26  -6.92  -4.05
C  -5.19  -2.07  -2.93
C  -2.68  -7.30  -5.32
C  2.18  -0.18  5.38
C  -1.45  6.95  -0.19
C  8.19  3.19  7.31
H  -0.95  -1.86  3.46
H  8.97  2.80  3.55
C  7.56  3.50  5.00
H  -1.28  0.52  2.90
F  -0.30  -5.93  -0.04
H  7.98  3.30  8.37
C  3.59  1.51  3.69
H  -3.26  -0.12  -4.30
O  5.82  4.35  7.98
H  0.95  -4.24  1.02
H  3.26  0.04  2.17
O  2.04  -2.05  2.37
C  -3.56  -0.44  -3.29
C  1.22  6.23  0.17
F  -2.84  -3.72  -1.06
P  -0.32  -3.56  1.21
F  -2.07  -5.64  1.13
H  -0.45  -4.32  2.45
N  -0.35  -10.12  -6.05
H  3.76  2.81  5.39
H  -4.04  1.48  -2.41
C  -1.20  -7.58  -3.44
C  -3.01  1.02  0.28
H  -1.92  5.05  0.69
C  -0.57  -8.63  -4.10
C  -2.03  -4.75  -1.02
C  -1.13  5.72  0.38
H  2.52  1.29  6.89
H  -4.50  -0.28  -0.70
H  0.25  -9.15  -3.61
C  0.90  7.45  -0.41
H  1.68  8.13  -0.72
C  -1.97  -2.64  1.64
H  4.14  2.18  3.03
H  -2.75  -6.11  -3.54
H  10.08  2.24  7.65
O  5.25  4.59  5.91



Copy entry 3 word for word.
DFT (the ωB97M-V functional and the def2-TZVPD basis) results for C13H22MoN7O2 as an isolated structure.

Properties
LUMO energy (alpha / beta)	-0.434 / -0.435	Ha
HOMO (alpha / beta)	-18.47 / -18.45	eV
multiplicity	1
charge	+3
E	-30192.091	eV
relative energy (zero: lowest compared OMol25 entry of this formula, charge and spin)	4.0	kcal/mol
orbital gap (alpha / beta)	6.669 / 6.605	eV

Element x y z (Å)
H  2.21  1.64  1.92
C  -2.49  2.48  -0.01
H  3.84  -1.40  0.20
C  2.51  -2.20  2.77
N  -0.90  -0.87  0.21
N  3.48  3.76  0.75
H  3.46  3.88  1.76
H  2.67  1.63  -2.94
H  3.21  -2.80  -0.31
C  -3.36  -1.65  -1.01
H  -3.86  -1.62  -1.98
C  -1.87  0.09  -0.10
H  -2.94  2.11  -2.08
C  -2.15  -2.55  -1.07
H  1.53  -0.29  -1.72
C  2.32  1.66  0.85
N  -1.58  1.34  0.22
C  2.96  2.72  0.14
H  -3.02  2.69  0.93
H  -1.56  -2.35  -1.97
N  1.85  0.63  0.15
H  3.31  -3.82  1.67
H  -4.70  0.76  0.05
O  1.16  -2.06  2.04
H  4.48  -2.54  2.04
C  -4.07  0.76  -0.85
C  1.96  0.58  -1.19
H  -4.68  0.42  -1.68
H  -1.80  -2.57  1.10
C  -1.31  -2.29  0.17
N  3.13  -2.10  0.42
H  -1.89  3.35  -0.27
O  2.58  -1.88  3.87
N  -3.01  -0.26  -0.66
C  3.46  -2.74  1.72
N  3.06  2.66  -1.20
Mo  0.96  -1.21  0.50
H  -4.24  2.87  -1.18
H  -0.39  -2.93  0.09
H  -2.47  -3.59  -1.10
H  3.93  4.48  0.20
C  2.57  1.63  -1.86
C  -3.46  2.12  -1.12
H  -4.09  -2.00  -0.28
H  -0.78  1.48  0.82